Here is a 2-piece molecular cluster, C9H11FN2O3 overall from OMol25. Energies are from wB97M-V/def2-TZVPD.

The geometry in XYZ format:
```
26
Properties=species:S:1:pos:R:3
C 1.2695 0.6818 2.7590
C 0.6456 0.0708 1.7697
C 1.2198 2.1316 2.7101
C 0.5706 2.0807 0.3263
C -0.7315 0.3513 -1.7104
C -0.3918 -1.0352 -1.1548
C -0.5277 0.1561 -0.2631
C 0.9847 -1.5164 -1.3374
C -1.3872 -2.2447 -1.3319
N 1.0076 2.7155 1.4205
N 0.3734 0.7126 0.5931
O 1.4653 2.8688 3.6398
O 0.4956 2.6292 -0.7231
O -2.6836 -1.8856 -1.7098
F -2.2983 -0.0715 0.5012
H 1.6477 0.0829 3.5949
H 0.5673 -0.9476 1.6036
H -0.1030 0.9645 -2.3729
H -1.7440 0.4959 -2.2347
H 1.3913 -1.1788 -2.3595
H 1.0872 -2.6382 -1.2560
H 1.6288 -1.0118 -0.5628
H -1.2713 -2.7647 -0.2766
H -0.9273 -2.8705 -2.0378
H 0.9857 3.6946 1.4202
H -3.2743 -1.4714 -1.0074
```

Output
Frontier orbital gap   9.9 eV
2S+1   1
Energy   -21348.576 eV
ΔE to the lowest compared entry with this formula, charge and spin   135.8 kJ/mol
E_HOMO   -0.378 Ha

These are the natural (NBO) partial charges, in e, on atoms 1 to 4: C -0.34; C 0.10; C 0.64; C 0.81

=====

Here is a 8-piece molecular cluster, C29H48ClN2O8P overall from OMol25. Energies are from wB97M-V/def2-TZVPD.

The geometry in XYZ format:
```
89
Properties=species:S:1:pos:R:3
O 3.5483 -2.6971 1.9197
P 3.2441 -1.0173 1.6204
Cl 4.1045 0.1491 3.2109
C 1.3652 -0.6692 1.8205
C 0.9242 0.8183 1.6788
N -0.4295 1.2488 1.8079
C -1.3176 0.1527 2.1027
C -2.8455 0.4990 2.3193
C -3.9249 -0.5565 2.6542
C -3.4482 -2.0594 2.7537
C -1.9469 -2.4133 2.5263
C -0.8437 -1.3190 2.2113
N 0.5091 -1.7895 2.0658
H 4.1703 -2.7654 2.6856
H 1.7185 1.6202 1.4563
H -3.1781 1.5990 2.2245
H -4.9990 -0.2033 2.7811
H -4.1978 -2.8888 2.9654
H -1.6765 -3.5347 2.6266
C 0.4377 -5.7377 4.4985
C -0.8436 -6.1631 3.8330
O -1.4209 -5.4323 3.0477
C -1.3840 -7.5257 4.1747
H 0.7071 -4.7351 4.1580
H 0.3038 -5.7152 5.5823
H 1.2420 -6.4263 4.2307
H -1.5989 -7.5828 5.2439
H -0.6607 -8.2938 3.8924
H -2.3104 -7.6969 3.6217
C -2.3047 3.0710 -2.8996
C -2.1872 1.9207 -1.9357
O -2.9071 0.9412 -2.0268
C -1.1449 2.0290 -0.8551
H -3.0951 2.8576 -3.6236
H -2.5629 3.9840 -2.3587
H -1.3630 3.2025 -3.4377
H -1.3516 2.8960 -0.2243
H -0.1527 2.1148 -1.3043
H -1.1718 1.1336 -0.2374
C 6.7454 -4.2711 -0.3997
C 6.1486 -5.4852 0.2614
O 6.8165 -6.2072 0.9794
C 4.6941 -5.7712 0.0000
H 7.7988 -4.1892 -0.1227
H 6.6754 -4.3669 -1.4855
H 6.2240 -3.3716 -0.0648
H 4.5331 -5.9336 -1.0680
H 4.0824 -4.9376 0.3532
H 4.4000 -6.6744 0.5396
C -2.4761 -3.7650 -0.5168
C -3.7107 -4.6083 -0.3410
O -4.6050 -4.2727 0.4149
C -3.7977 -5.8841 -1.1365
H -2.5504 -2.8789 0.1159
H -1.5922 -4.3344 -0.2198
H -2.3895 -3.4455 -1.5579
H -2.9722 -6.5468 -0.8674
H -3.7693 -5.6586 -2.2048
H -4.7399 -6.3885 -0.9100
C -1.0566 7.9925 -0.2188
C -1.9494 6.9804 -0.8868
O -1.6294 6.4489 -1.9342
C -3.2529 6.6514 -0.2088
H -0.1537 8.1301 -0.8182
H -1.5744 8.9509 -0.1408
H -0.7679 7.6364 0.7726
H -3.8685 7.5502 -0.1303
H -3.0616 6.2359 0.7831
H -3.7920 5.9087 -0.8015
C -0.8667 4.2643 -6.5816
C 0.3092 3.3483 -6.3692
O 0.9585 3.3809 -5.3397
C 0.6510 2.3900 -7.4793
H -0.9952 4.8980 -5.7011
H -0.6882 4.9030 -7.4495
H -1.7753 3.6752 -6.7248
H 0.8967 2.9452 -8.3872
H -0.1903 1.7180 -7.6625
H 1.5185 1.7934 -7.1882
C 2.3885 5.6683 0.3779
C 2.5153 4.5235 1.3470
O 1.7976 3.5422 1.2638
C 3.5626 4.6371 2.4223
H 1.5950 5.4487 -0.3405
H 2.1307 6.5835 0.9155
H 3.3263 5.8003 -0.1660
H 3.3569 5.5063 3.0509
H 4.5526 4.7233 1.9693
H 3.5398 3.7406 3.0462
```

Output
Frontier orbital gap   7.4 eV
2S+1   1
Energy   -72017.872 eV
E_HOMO   -0.297 Ha

These are the Löwdin partial charges, in e, on atoms 1 to 4: O -0.41; P 0.64; Cl 0.10; C -0.40

=====

Here is one molecule with the formula C3H3NO3 from OMol25. Energies are from wB97M-V/def2-TZVPD.

The geometry in XYZ format:
```
10
Properties=species:S:1:pos:R:3
C -1.1848 -0.2794 -0.0727
C -0.4095 0.9863 -0.0069
C 1.5486 -0.4314 -0.0491
H -0.8545 1.7113 -0.6580
H -0.7129 1.1844 1.1285
H 2.6032 -0.6112 -0.3165
N 0.9013 -1.5497 -0.0429
O -2.3918 -0.3733 -0.0916
O 1.0465 0.8257 0.0083
O -0.5460 -1.4626 0.1009
```

Output
Frontier orbital gap   10.9 eV
2S+1   1
Energy   -10789.344 eV
ΔE to the lowest compared entry with this formula, charge and spin   323.8 kJ/mol
E_HOMO   -0.384 Ha

These are the natural (NBO) partial charges, in e, on atoms 1 to 4: C 0.73; C -0.19; C 0.33; H 0.24

=====

Here is C4H5O2Sc as an isolated structure from OMol25. Energies are from wB97M-V/def2-TZVPD.

The geometry in XYZ format:
```
12
Properties=species:S:1:pos:R:3
H -1.1438 -0.4235 -0.9031
C -0.6616 0.5988 -0.7550
C -1.7231 1.3349 -0.5113
O -2.6284 1.8942 -0.0012
Sc -4.6671 2.7865 -0.2684
H 0.0307 0.9176 -1.5367
O 3.0243 -0.2504 0.6371
C 2.0006 -0.9111 0.6934
C 1.1613 -1.8673 0.9072
H 3.1148 0.3435 -0.1417
H 0.4212 -1.7481 1.7060
H 1.0712 -2.6751 0.1738
```

Output
Net charge   +3
Frontier orbital gap (spin up / spin down)   7.6 / 7.7 eV
⟨S²⟩   0.75
2S+1   2
Energy   -28987.394 eV
ΔE to the lowest compared entry with this formula, charge and spin   0.0 kJ/mol
E_HOMO (spin up / spin down)   -0.784 / -0.785 Ha

These are the natural (NBO) partial charges, in e, on atoms 1 to 4: H 0.33; C -0.65; C 0.77; O -0.71

=====

Here is C48H41AsN6O2Pd as an isolated structure from OMol25. Energies are from wB97M-V/def2-TZVPD.

The geometry in XYZ format:
```
99
Properties=species:S:1:pos:R:3
Pd -0.1369 0.6591 0.5075
C -5.4584 -11.8367 -2.1240
O -4.8093 -10.9449 -3.0386
C -4.3291 -9.8032 -2.6174
C -3.6794 -9.0163 -3.6021
C -3.1416 -7.8116 -3.2709
C -3.2288 -7.3287 -1.9428
C -3.8785 -8.1231 -0.9673
C -4.4206 -9.3346 -1.2905
C -2.7072 -6.0676 -1.5487
N -2.7801 -5.5804 -0.3081
C -2.2066 -4.3732 -0.3531
C -1.7611 -4.0836 -1.6608
N -2.0870 -5.1721 -2.3979
C -1.1843 -2.8349 -2.0175
C -0.8079 -2.4695 -3.3187
C -0.3479 -1.1991 -3.5496
C -0.2427 -0.3224 -2.4699
N -0.5543 -0.6627 -1.2307
C -1.0351 -1.8889 -0.9775
C -1.4497 -2.1930 0.3918
N -1.2765 -1.2426 1.3252
C -1.7115 -1.4629 2.5525
C -2.3164 -2.6570 2.9497
C -2.4757 -3.6539 2.0196
C -2.0479 -3.4237 0.7077
H -5.7217 -12.7132 -2.7048
H -6.3619 -11.3857 -1.7123
H -4.7862 -12.1222 -1.3142
H -3.6271 -9.4022 -4.6110
H -2.6472 -7.2369 -4.0432
H -3.9406 -7.7460 0.0439
H -4.9194 -9.9207 -0.5324
H -1.9111 -5.3117 -3.3786
H -0.8926 -3.1738 -4.1368
H -0.0737 -0.8705 -4.5417
H 0.0976 0.6946 -2.6099
H -1.5827 -0.6554 3.2631
H -2.6470 -2.7858 3.9702
H -2.9276 -4.6057 2.2655
C -2.1589 7.9945 2.9162
C -0.6831 7.6413 3.0679
N -0.3634 6.2436 2.7561
C 0.3008 5.9743 1.4886
C -0.6514 5.9881 0.2933
C -0.6662 5.3307 3.7112
O -1.2287 5.6280 4.7519
C -0.2371 3.8899 3.5457
C 0.3792 3.2937 4.6434
C 0.7569 1.9637 4.5755
C 0.4718 1.2516 3.4231
N -0.1676 1.8029 2.3884
C -0.5125 3.0910 2.4489
H -2.3024 9.0388 3.1945
H -2.7661 7.3832 3.5803
H -2.5060 7.8611 1.8914
H -0.3906 7.8256 4.1023
H -0.0750 8.2679 2.4161
H 0.8072 5.0127 1.5325
H 1.0717 6.7330 1.3402
H -1.4572 5.2649 0.4311
H -0.1077 5.7401 -0.6205
H -1.1053 6.9707 0.1719
H 0.5527 3.8810 5.5355
H 1.2617 1.4852 5.4028
H 0.7576 0.2123 3.3161
H -1.0411 3.4805 1.5884
C 3.0521 5.9166 -2.8872
C 3.6285 5.6658 -1.6509
C 3.2422 4.5569 -0.9108
C 2.2624 3.7066 -1.4079
C 1.6664 3.9695 -2.6366
C 2.0724 5.0666 -3.3805
As 1.7868 2.0509 -0.4676
C 3.1021 1.9433 0.9507
C 3.1832 2.6963 2.1108
C 4.1891 2.4436 3.0322
C 5.1015 1.4236 2.8001
C 5.0276 0.6678 1.6404
C 4.0368 0.9270 0.6996
C 3.9235 0.2846 -0.6204
C 4.7828 -0.6878 -1.1210
C 4.6503 -1.1254 -2.4296
C 3.6887 -0.5663 -3.2599
C 2.8145 0.3928 -2.7657
C 2.9079 0.7919 -1.4423
H 3.3651 6.7758 -3.4651
H 4.3906 6.3280 -1.2609
H 3.7140 4.3495 0.0409
H 0.8776 3.3256 -3.0122
H 1.6258 5.2590 -4.3473
H 2.4773 3.4959 2.2910
H 4.2609 3.0414 3.9318
H 5.8833 1.2302 3.5226
H 5.7551 -0.1154 1.4711
H 5.5752 -1.0883 -0.5020
H 5.3186 -1.8850 -2.8131
H 3.6265 -0.8722 -4.2965
H 2.0874 0.8437 -3.4319
```

Output
Net charge   +2
Frontier orbital gap (spin up / spin down)   6.3 / 3.8 eV
⟨S²⟩   2.04
2S+1   3
Energy   -127784.216 eV
ΔE to the lowest compared entry with this formula, charge and spin   0.0 kJ/mol
E_HOMO (spin up / spin down)   -0.431 / -0.451 Ha

These are the Löwdin partial charges, in e, on atoms 1 to 4: Pd 0.53; C -0.01; O 0.00; C -0.24

=====

Here is a 2-piece molecular cluster, C5H7F2N2 overall from OMol25. Energies are from wB97M-V/def2-TZVPD.

The geometry in XYZ format:
```
16
Properties=species:S:1:pos:R:3
C -1.6122 -1.0165 -1.5788
C -1.3625 -0.1269 -0.5829
C 0.4711 -1.2200 -0.9917
C 1.0505 1.9908 1.2520
C 0.6766 0.5021 1.4576
N -0.4679 -1.7093 -1.7938
N -0.0449 -0.2924 -0.2295
F 1.6389 -0.3186 1.7647
F -0.3572 0.2802 2.2288
H -2.5405 -1.3171 -2.0677
H -2.2250 0.3006 -0.0447
H 1.4600 -1.6717 -0.7480
H 1.6180 2.2959 2.1479
H 0.1629 2.6572 1.3549
H 1.6444 1.9259 0.3598
H -0.1121 -2.2803 -2.5287
```

Output
Net charge   +1
Frontier orbital gap   10.2 eV
2S+1   1
Energy   -13705.767 eV
ΔE to the lowest compared entry with this formula, charge and spin   62.6 kJ/mol
E_HOMO   -0.517 Ha

These are the natural (NBO) partial charges, in e, on atoms 1 to 4: C -0.04; C -0.09; C 0.21; C -0.72

=====

Here is one molecule with the formula C4H7NO2 from OMol25. Energies are from wB97M-V/def2-TZVPD.

The geometry in XYZ format:
```
14
Properties=species:S:1:pos:R:3
C 1.4357 1.2015 0.5716
C 0.5127 -0.9563 0.0903
C -0.8158 -0.3619 0.4554
C -1.4682 0.3332 -0.7156
O 1.6150 -0.1238 0.3269
O 0.8040 1.9740 -0.1163
N 0.6428 -2.1237 -0.3247
H -0.8148 1.2275 -0.9274
H 1.6047 -2.4274 -0.4505
H 2.3392 1.5395 1.1058
H -0.4620 0.4939 1.1796
H -1.4521 -1.1358 0.8808
H -1.4629 -0.2879 -1.6078
H -2.4784 0.6474 -0.4682
```

Output
Frontier orbital gap   10.9 eV
2S+1   1
Energy   -9845.403 eV
ΔE to the lowest compared entry with this formula, charge and spin   181.1 kJ/mol
E_HOMO   -0.388 Ha

These are the natural (NBO) partial charges, in e, on atoms 1 to 4: C 0.63; C 0.57; C -0.47; C -0.63

=====

Here is a 2-piece molecular cluster, H4NO2PS2 overall from OMol25. Energies are from wB97M-V/def2-TZVPD.

The geometry in XYZ format:
```
10
Properties=species:S:1:pos:R:3
N 0.1214 3.4935 -0.5899
O 1.5867 -1.7598 0.6898
O -0.3215 -2.1050 -0.7512
P 0.3607 -0.9049 0.1388
S -0.9560 -0.9435 1.8649
S 0.8462 2.3624 -1.3447
H -0.4231 4.1459 -1.1564
H -1.4909 0.2428 1.6003
H 1.3662 -2.6920 0.8035
H -1.0897 -1.8394 -1.2551
```

Output
Frontier orbital gap (spin up / spin down)   7.3 / 7.3 eV
2S+1   1
Energy   -36608.588 eV
ΔE to the lowest compared entry with this formula, charge and spin   0.0 kJ/mol
E_HOMO (spin up / spin down)   -0.312 / -0.309 Ha

These are the natural (NBO) partial charges, in e, on atoms 1 to 4: N -0.76; O -0.99; O -1.02; P 1.28

=====

- energy of number 8 (H4NO2PS2)?
  -36608.588 eV